[1]
115
Properties=species:S:1:pos:R:3:forces:R:3 method="wB97M-V/def2-TZVPD" e_tot_ha=-3685.21636 multiplicity=1 total_charge=+1
C 0.1028 3.9119 2.7859 0.8 0.1 0.5
C 0.4209 3.1565 1.9144 -0.6 0.1 -0.7
C 0.7114 2.2581 0.7637 0.0 0.1 0.8
C -0.0093 0.9799 1.1409 0.3 -0.8 -0.4
O 0.2649 -0.0513 0.2433 0.1 0.1 -0.2
C -0.6363 -1.1323 0.4437 0.3 0.0 0.1
C -0.1995 -2.3535 -0.3311 -0.1 -0.2 0.2
O 1.1757 -2.6213 -0.1916 0.1 0.3 0.0
C 1.8630 -2.8513 -1.4087 0.3 0.0 0.0
C 3.3331 -2.5238 -1.2491 -0.1 0.1 0.2
O 4.0944 -3.5988 -0.7492 -0.1 0.0 -0.1
C 4.1722 -3.6500 0.6605 0.3 -0.1 0.3
C 5.4421 -3.0036 1.1883 -0.5 0.1 0.3
N 2.2039 2.2284 0.8132 -0.1 0.2 -0.3
C 2.9815 1.3374 1.6695 -0.1 -0.2 1.0
N 2.8856 -0.0479 1.2555 0.3 0.2 0.4
C 2.5602 3.3486 0.1512 -0.6 -0.8 -0.9
N 3.4546 4.2526 0.5424 0.9 -0.4 0.2
B 4.2210 3.9974 1.8638 0.1 0.4 0.0
N 3.7203 4.5443 3.0617 -0.9 -1.2 -0.2
O 5.3836 3.2981 1.8738 0.1 0.3 -0.2
P 3.8521 5.7831 -0.2306 -0.2 0.8 -1.0
N 2.8670 6.3375 -1.2478 0.2 -0.3 0.3
O 4.0772 6.6726 1.0433 0.2 -0.5 0.3
O 5.3466 5.5455 -0.7345 -0.1 -0.3 0.5
N 1.7630 3.4661 -0.9737 -0.4 0.5 0.2
C 2.4415 3.4470 -2.2586 0.9 0.4 -0.4
Cl 1.4620 4.2490 -3.4988 -0.1 -0.1 0.0
C 3.0786 2.1379 -2.7906 -0.6 -0.6 -0.2
C 3.0147 0.8754 -1.9236 0.4 0.5 -0.1
C 0.4111 2.9861 -0.6493 -0.3 -0.3 0.7
C -0.5553 4.1421 -0.3211 0.2 0.5 -0.4
C -1.8252 3.9245 0.1985 0.1 0.0 0.1
C -2.6342 5.0143 0.4541 -0.2 0.0 0.1
N -2.2939 6.2862 0.2428 0.2 -0.3 -0.2
C -1.0875 6.4671 -0.2846 0.0 0.2 0.0
C -0.1952 5.4483 -0.5881 0.0 -0.1 0.0
P -0.6598 2.0368 -1.8722 -0.7 -0.4 -0.1
O -1.6998 1.2180 -1.2274 0.1 0.1 0.2
O -1.2771 3.2060 -2.7189 0.2 0.0 0.0
O 0.2363 1.1911 -2.8659 0.4 0.1 0.1
H 0.0744 4.5844 3.6097 -0.5 0.1 0.1
H 0.3139 0.6940 2.1516 0.0 0.1 0.1
H -1.0801 1.1706 1.2075 -0.1 0.3 -0.1
H -0.6642 -1.3648 1.5121 -0.1 0.0 0.1
H -1.6247 -0.8382 0.0891 -0.2 0.0 0.2
H -0.4983 -2.2385 -1.3742 0.2 0.0 -0.2
H -0.7592 -3.1869 0.0930 -0.2 -0.1 -0.1
H 1.7784 -3.8981 -1.7089 -0.1 -0.1 -0.1
H 1.4652 -2.2101 -2.1991 -0.2 0.1 -0.1
H 3.7420 -2.2454 -2.2180 0.1 -0.1 -0.1
H 3.3967 -1.6510 -0.5958 0.1 0.1 0.0
H 3.3041 -3.1893 1.1336 -0.2 0.0 -0.1
H 4.1701 -4.6986 0.9520 0.0 -0.1 -0.1
H 6.3224 -3.3806 0.6817 0.1 0.0 -0.1
H 5.5124 -3.2165 2.2542 0.2 -0.1 0.1
H 5.3875 -1.9184 1.0962 0.2 0.1 -0.2
H 4.0200 1.6217 1.6210 0.1 0.1 -0.2
H 2.6948 1.4826 2.7178 -0.3 0.2 0.0
H 2.1236 -0.5148 1.7299 -0.2 -0.1 -0.3
H 3.7198 -0.5160 1.5923 0.1 0.0 -0.2
H 2.7167 4.6886 3.0561 0.0 0.2 0.0
H 3.9272 3.9459 3.8548 0.4 0.5 0.3
H 5.7847 3.1618 1.0117 0.1 -0.1 0.0
H 3.2357 6.4686 -2.1799 -0.3 0.1 -0.1
H 3.3398 6.6716 1.6661 0.0 0.3 0.1
H 5.4840 4.6278 -0.9925 0.3 0.1 -0.3
H 3.2770 4.1285 -2.1577 -0.1 0.2 0.3
H 2.6148 1.9278 -3.7473 -0.2 -0.1 -0.1
H 4.1235 2.3313 -3.0223 0.1 0.3 0.0
H 3.8560 0.8376 -1.2344 0.0 0.0 0.3
H 2.0981 0.7877 -1.3640 -0.2 -0.2 0.1
H 3.1166 0.0080 -2.5670 -0.1 -0.1 -0.1
H -2.1942 2.9369 0.4191 -0.1 -0.1 0.0
H -3.6233 4.8422 0.8553 -0.1 0.0 0.1
H -0.7991 7.4881 -0.4932 0.0 0.1 0.0
H 0.7553 5.6892 -1.0337 0.1 0.1 0.0
H -2.1750 2.9440 -3.0005 -0.1 0.2 -0.4
H -0.2394 0.3767 -3.0777 0.1 -0.1 0.0
C -5.5899 4.6135 -2.0963 0.0 0.0 -0.1
C -6.3809 4.1205 -3.3034 0.1 0.1 0.2
C -5.9748 2.7082 -3.7427 -0.3 0.2 -0.1
C -4.5853 2.6552 -4.1853 0.0 -0.1 0.1
N -3.4868 2.6177 -4.5176 0.1 0.0 0.2
H -4.5230 4.6831 -2.3192 0.0 0.0 0.0
H -5.9273 5.6045 -1.7964 0.0 0.0 0.0
H -5.7172 3.9423 -1.2443 0.0 0.0 0.0
H -6.2545 4.8142 -4.1355 0.0 0.0 0.0
H -7.4439 4.1058 -3.0615 0.0 -0.1 0.0
H -6.6100 2.3678 -4.5617 0.1 0.0 0.0
H -6.1084 2.0023 -2.9213 0.1 0.0 0.0
C -2.6589 -8.0673 -0.8416 0.1 0.1 -0.2
C -3.1183 -6.8707 -1.6643 0.0 -0.2 0.0
C -2.3753 -5.5801 -1.3009 -0.1 0.0 -0.2
C -2.6148 -5.1671 0.0807 0.1 0.0 0.0
N -2.7952 -4.8455 1.1678 0.0 0.0 0.1
H -2.8558 -7.9201 0.2142 0.0 0.0 0.1
H -3.1883 -8.9673 -1.1492 0.0 0.0 0.0
H -1.5881 -8.2428 -0.9732 0.0 0.0 0.0
H -4.1919 -6.7264 -1.5330 0.0 0.1 0.0
H -2.9522 -7.0654 -2.7251 0.0 0.1 0.0
H -2.6912 -4.7694 -1.9604 0.0 0.1 0.1
H -1.3007 -5.7114 -1.4448 0.0 0.0 0.1
C -3.9009 -8.5984 5.7848 0.0 0.0 0.0
C -2.8746 -7.7207 5.0777 -0.1 -0.1 0.1
C -3.4374 -7.0243 3.8336 0.2 0.1 0.2
C -3.8427 -7.9799 2.8058 -0.1 0.1 0.0
N -4.1727 -8.7365 2.0081 0.0 -0.1 0.1
H -4.2438 -9.4066 5.1376 0.0 0.0 0.0
H -3.4698 -9.0494 6.6780 0.0 0.0 0.0
H -4.7714 -8.0149 6.0896 0.0 0.0 0.0
H -2.0069 -8.3214 4.7995 0.0 0.0 0.0
H -2.5203 -6.9506 5.7651 0.0 0.0 0.0
H -2.6945 -6.3535 3.4018 0.0 0.0 -0.1
H -4.2979 -6.4083 4.0994 -0.1 0.0 0.0

***

[2]
111
Properties=species:S:1:pos:R:3:forces:R:3 method="wB97M-V/def2-TZVPD" e_tot_ha=-3217.55312 multiplicity=1 smiles="CCOCCCCC[C@@H]1[C@@H](CCCO)[C@](CCO)(OCC)S(=O)(=O)O[C@@]1([C@H](C)CC)[C@@H](F)CC.CCOC(=O)C(F)(F)F.CCOC(=O)C(F)(F)F"
C 6.1941 -0.9054 -1.0000 -1.3 0.3 -0.5
C 5.3186 -2.1220 -1.5160 2.0 -0.2 0.1
O 4.2521 -2.4730 -0.6441 -0.1 0.7 -0.7
C 3.2207 -1.4956 -0.6311 -1.3 0.9 0.4
C 2.2836 -1.5214 -1.8859 0.1 -0.6 -0.9
C 1.3455 -2.7777 -1.9767 0.5 -0.6 1.1
C 0.4000 -2.9685 -0.7170 -0.3 0.7 -0.8
C -0.6855 -1.8057 -0.6011 1.0 -1.0 0.6
C -1.7606 -1.8647 -1.7465 1.3 1.4 -0.4
C -1.6135 -0.4868 -2.5781 -0.5 -1.3 -0.8
C -2.0850 -0.7525 -4.0804 1.4 1.2 -0.5
C -1.1332 0.0519 -5.0838 -0.4 0.2 -0.9
C -0.7453 -0.8135 -6.3477 -0.5 0.4 1.4
O -1.9457 -1.3003 -6.9501 0.4 -0.3 -0.1
C -2.3378 0.7489 -1.9115 0.4 -1.0 -1.2
C -2.4374 2.0054 -2.8439 -0.4 1.2 -0.6
C -3.3107 3.1809 -2.2531 -0.4 -0.7 1.6
O -2.7516 4.4746 -2.5067 0.1 -0.4 -0.5
O -1.9324 1.0135 -0.5894 0.3 0.0 -0.8
C -0.8928 1.9715 -0.4362 1.4 1.0 0.5
C 0.4433 1.7482 -1.2260 0.4 0.5 0.8
S -4.1223 0.1504 -1.7522 -5.3 5.1 0.2
O -4.9375 0.6668 -2.9068 2.5 -2.1 1.4
O -4.6519 0.8732 -0.5484 1.8 -2.7 -1.6
O -4.3091 -1.4422 -1.7720 1.3 1.8 0.1
C -3.2048 -2.3268 -1.3984 -0.5 -2.1 0.2
C -3.5420 -2.7342 0.0819 0.1 0.0 1.4
C -3.5987 -1.5277 1.1108 -0.8 -0.1 0.0
C -2.7077 -3.8949 0.7347 0.0 -1.3 0.3
C -3.5791 -5.1950 1.0708 0.4 0.5 0.9
C -3.6270 -3.5861 -2.2901 -0.4 -0.1 0.6
F -3.8687 -3.1878 -3.6232 0.5 0.2 0.9
C -2.6883 -4.8218 -2.2806 -0.3 -1.1 -1.6
C -2.5830 -5.3970 -3.7638 0.6 -0.4 0.4
H 7.2594 -1.0091 -1.3083 -0.8 0.1 0.3
H 6.0805 -0.7813 0.1008 0.3 -0.3 -0.7
H 5.7605 0.0184 -1.4666 0.7 -0.6 0.5
H 5.0127 -1.9243 -2.5709 -0.1 -0.1 0.8
H 6.0114 -3.0030 -1.5590 -0.9 0.5 0.1
H 3.6009 -0.4408 -0.5252 0.1 -0.9 -0.1
H 2.6297 -1.6782 0.3047 0.5 0.0 -0.8
H 1.6829 -0.5848 -2.0171 0.6 -0.7 0.5
H 2.9597 -1.5536 -2.7856 -0.6 0.1 0.7
H 2.0080 -3.6850 -1.9861 -0.5 0.7 -0.1
H 0.7691 -2.8171 -2.9404 0.4 0.3 0.8
H -0.0597 -3.9782 -0.8252 0.2 0.7 0.2
H 0.9738 -2.9756 0.2412 -0.2 -0.1 -0.9
H -1.0643 -1.8474 0.4422 -0.1 0.1 -0.8
H -0.0767 -0.8669 -0.6592 -0.8 -0.7 0.0
H -1.3338 -2.5916 -2.4908 -0.7 0.5 0.7
H -0.5044 -0.3573 -2.6712 -1.0 0.2 0.4
H -3.1130 -0.3826 -4.2845 0.5 -0.8 0.3
H -1.9437 -1.8262 -4.3637 -0.5 0.9 0.5
H -0.2229 0.4651 -4.5870 -0.5 -0.4 -0.3
H -1.6922 0.9409 -5.4925 0.6 -0.6 0.4
H -0.1838 -1.6996 -5.9575 -0.3 0.6 -0.7
H -0.1478 -0.2317 -7.0907 -0.3 -0.4 0.6
H -2.6713 -0.6813 -6.8225 0.2 0.1 0.0
H -1.4379 2.4569 -3.0792 -0.7 -0.7 0.5
H -2.8802 1.7680 -3.8429 0.4 -0.2 1.0
H -3.3603 3.0426 -1.1399 -0.1 0.0 -0.9
H -4.3727 3.1107 -2.5991 1.0 0.1 0.0
H -2.6487 4.9406 -1.6736 -0.1 -0.1 -0.1
H -1.2030 3.0372 -0.6112 -0.3 -1.1 -0.1
H -0.6122 1.9471 0.6508 -0.5 -0.2 -0.9
H 0.3438 1.5801 -2.3178 0.0 -0.1 0.8
H 1.0389 2.6962 -1.1142 -0.6 -0.8 -0.1
H 1.0679 0.9685 -0.7162 -0.6 0.5 -0.8
H -4.6024 -3.1084 0.0463 1.0 0.4 -0.2
H -4.6300 -1.0969 1.0388 1.2 0.2 0.0
H -3.5115 -1.8740 2.1752 0.0 -0.1 -1.0
H -2.8049 -0.7626 0.9644 -0.8 -0.4 -0.1
H -2.2938 -3.5720 1.7250 -0.2 0.0 -1.0
H -1.8355 -4.2623 0.1501 -0.7 0.6 0.2
H -3.0236 -6.1379 0.8343 -0.7 0.8 -0.1
H -4.5971 -5.1615 0.6223 0.8 -0.2 0.0
H -3.7331 -5.2242 2.1834 0.0 0.0 -1.0
H -4.6347 -3.9002 -1.9128 0.8 0.3 -0.3
H -1.6388 -4.6638 -1.9517 -0.9 0.1 0.1
H -3.1688 -5.6483 -1.6965 0.6 0.9 -0.1
H -1.9727 -4.7126 -4.4061 -0.8 -0.5 0.4
H -3.5768 -5.5987 -4.2168 0.7 0.4 0.3
H -2.0413 -6.3818 -3.7506 -0.4 0.9 0.2
C 0.1755 6.5541 3.2497 0.1 0.0 -0.3
C 0.8589 5.5825 4.1899 -0.5 0.6 0.4
O 1.3850 4.4584 3.4647 0.5 -0.5 -0.3
C 2.5834 4.6357 2.9040 -0.9 0.7 0.8
O 3.2240 5.6408 2.9634 0.5 -0.2 -0.3
C 3.0354 3.3510 2.2177 0.4 -1.0 -0.8
F 2.0534 2.7742 1.5131 -0.3 0.2 0.1
F 3.4559 2.4427 3.1092 -0.1 0.1 0.4
F 4.0426 3.5513 1.3702 0.0 0.4 0.1
H -0.5891 6.0433 2.6607 0.0 0.0 0.1
H -0.2926 7.3646 3.8091 0.0 -0.1 0.0
H 0.8882 6.9858 2.5451 0.0 0.1 0.1
H 0.1347 5.1808 4.8983 0.1 -0.3 -0.1
H 1.6429 6.0698 4.7714 0.1 -0.1 -0.2
C 5.0026 3.2710 5.9392 0.0 0.3 0.2
C 4.3155 2.0284 6.4658 0.2 0.0 -0.8
O 4.2077 2.0756 7.8970 -0.3 0.0 0.6
C 3.1674 2.7614 8.3770 0.5 -0.4 -1.2
O 2.3520 3.3206 7.7067 -0.3 0.2 0.4
C 3.1460 2.6886 9.9005 0.0 0.1 1.4
F 4.3607 2.8661 10.4322 0.2 0.0 -0.3
F 2.7051 1.4973 10.3246 -0.1 -0.2 -0.4
F 2.3502 3.6124 10.4366 -0.1 0.1 -0.4
H 5.9706 3.4106 6.4243 0.0 -0.1 -0.1
H 5.1551 3.1987 4.8625 0.0 0.0 0.1
H 4.4099 4.1640 6.1460 -0.1 -0.1 -0.1
H 4.9117 1.1471 6.2292 0.0 0.0 0.3
H 3.3352 1.8871 6.0075 0.0 0.1 0.2